No. 1
C42H33Cl3IN7O11SiSr | ωB97M-V/def2-TZVPD

```
99
Properties=species:S:1:pos:R:3:forces:R:3:mulliken_charge:R:1
Sr 0.732 0.601 -0.734 0.7 1.6 1.0 1.328
C -0.975 0.799 -4.876 0.1 0.0 0.0 -0.437
O -1.212 -0.586 -5.114 0.0 -0.1 0.1 -0.534
C -0.667 -1.551 -4.293 0.1 0.1 0.0 0.171
C -1.021 -2.844 -4.638 0.0 0.1 0.0 -0.495
C -0.576 -3.947 -3.920 0.0 -0.1 0.0 -0.841
C 0.255 -3.749 -2.827 0.0 0.0 0.0 -0.470
C 0.618 -2.466 -2.456 -0.3 0.2 -0.2 0.148
C 1.497 -2.238 -1.285 0.8 -0.3 0.3 -0.753
N 1.046 -2.148 -0.096 -1.1 0.3 -0.5 -0.048
N 1.873 -2.068 0.980 1.1 -0.4 0.5 -0.764
C 2.475 -0.950 1.264 -0.3 -0.6 -0.4 0.128
O 2.380 0.150 0.614 2.0 -0.5 1.6 -0.694
C 3.379 -1.005 2.456 0.1 0.1 0.0 0.716
C 3.617 -2.192 3.147 0.0 0.1 0.0 -0.185
C 4.537 -2.227 4.182 0.0 0.0 0.1 -0.717
C 5.220 -1.073 4.552 0.1 0.0 0.0 -0.469
C 4.975 0.115 3.879 0.0 0.0 0.1 -0.981
C 4.058 0.149 2.838 0.0 0.0 0.0 -0.210
C 0.191 -1.307 -3.170 0.0 -0.5 -0.4 0.954
O 0.568 -0.144 -2.771 0.0 -0.7 -2.2 -0.353
H -1.522 1.326 -5.660 0.0 -0.1 0.0 0.272
H 0.081 1.050 -4.941 0.0 0.0 0.1 0.192
H -1.346 1.114 -3.901 0.0 0.0 0.0 0.059
H -1.672 -2.967 -5.497 0.0 0.0 0.0 0.406
H -0.870 -4.948 -4.215 0.0 0.0 0.0 0.328
H 0.618 -4.590 -2.245 0.0 0.0 0.0 0.417
H 2.573 -2.180 -1.478 0.0 0.0 0.1 0.407
H 3.071 -3.075 2.846 0.0 0.0 0.0 0.519
H 4.730 -3.156 4.706 0.0 0.0 0.0 0.387
H 5.952 -1.106 5.351 0.0 0.0 0.0 0.389
H 5.506 1.016 4.164 0.0 0.0 0.0 0.452
H 3.856 1.065 2.296 0.0 0.0 -0.1 0.581
C -5.289 -0.718 1.323 0.1 -0.1 0.0 -1.034
O -5.257 0.279 0.320 0.2 0.0 -0.1 -0.262
C -6.329 0.457 -0.466 0.0 0.3 -0.2 1.079
C -7.556 -0.153 -0.252 -0.1 -0.1 0.1 -0.567
C -8.662 0.196 -1.016 0.0 0.0 0.0 -0.688
C -8.556 1.167 -1.993 -0.1 0.0 0.0 -0.662
C -7.319 1.742 -2.254 0.1 -0.1 0.0 -0.342
C -6.190 1.372 -1.540 -0.1 -0.2 -0.1 -0.239
N -4.939 1.950 -1.863 0.2 -0.1 0.1 0.071
C -3.726 1.329 -1.819 0.0 -0.2 0.0 -1.051
C -3.500 -0.004 -2.033 0.0 0.2 0.1 0.271
C -4.417 -0.897 -2.684 -0.2 -0.2 0.0 -0.270
C -4.215 -2.233 -2.666 -0.2 0.2 -0.1 -1.118
C -3.119 -2.780 -1.920 0.2 0.2 0.2 -0.324
C -2.203 -1.980 -1.329 0.0 -0.4 0.1 -0.819
C -2.266 -0.540 -1.452 -0.3 0.4 0.1 1.553
O -1.387 0.211 -1.004 -2.8 -0.9 -0.2 -1.461
H -4.290 -0.730 1.753 0.0 0.0 0.0 0.198
H -5.504 -1.701 0.895 0.0 0.0 0.0 0.423
H -6.024 -0.479 2.097 0.0 0.0 0.0 0.388
H -7.663 -0.887 0.535 0.0 0.0 0.0 0.410
H -9.611 -0.290 -0.828 0.0 0.0 0.0 0.366
H -9.424 1.469 -2.565 0.0 0.0 0.0 0.364
H -7.216 2.484 -3.037 0.0 -0.1 -0.1 0.424
H -4.923 2.954 -1.927 0.1 0.0 0.1 0.354
H -2.878 1.953 -1.547 0.0 0.1 0.0 0.703
H -5.246 -0.474 -3.238 0.0 0.0 0.0 0.492
H -4.880 -2.896 -3.206 0.0 0.0 0.0 0.385
H -3.027 -3.857 -1.847 0.1 0.0 0.0 0.413
H -1.374 -2.381 -0.761 0.0 0.0 0.0 0.708
I 4.299 -3.217 -4.370 0.0 0.1 0.0 -0.023
C 4.988 -1.442 -3.447 0.0 -0.1 0.1 0.127
C 5.990 -0.700 -4.046 0.0 0.1 0.0 -0.517
C 6.382 0.457 -3.388 0.0 0.0 0.0 -0.224
C 5.763 0.812 -2.202 0.0 0.0 0.1 -0.896
C 4.781 -0.024 -1.688 0.2 0.1 0.0 -0.742
N 4.419 -1.146 -2.307 -0.1 -0.1 0.0 -0.117
H 6.438 -1.005 -4.980 0.0 0.0 0.0 0.369
H 7.164 1.074 -3.811 0.0 0.1 0.0 0.364
H 6.021 1.726 -1.686 0.0 0.0 0.0 0.399
H 4.261 0.198 -0.762 0.0 0.0 0.0 0.961
N -0.879 3.313 0.662 -0.2 0.4 0.4 -0.412
C -0.055 2.405 0.965 -0.5 0.0 -1.0 -0.228
H -1.130 3.973 1.415 0.2 -0.2 0.1 0.158
Cl 3.580 4.270 -2.455 0.1 0.2 0.2 -0.498
Si 2.104 2.664 -2.421 0.7 0.4 -0.2 0.523
Cl 2.987 1.606 -4.060 0.2 -0.3 -0.5 -0.387
Cl 0.555 3.652 -3.493 -0.5 0.4 -0.3 -0.371
O 0.055 0.295 2.746 0.0 -0.2 0.3 -0.683
C 0.577 1.350 3.019 -0.2 0.1 -0.7 0.158
O 0.483 2.467 2.334 0.2 0.6 1.3 -0.206
C 1.372 1.539 4.280 0.0 0.1 0.2 0.346
C 2.240 2.610 4.434 0.3 0.2 0.2 -0.131
C 2.856 2.813 5.664 -0.7 -0.8 -0.2 -0.468
C 2.620 1.973 6.737 0.2 0.0 0.3 -0.210
C 1.771 0.897 6.555 0.1 0.6 -0.9 -0.406
C 1.149 0.667 5.333 0.1 -0.2 0.3 -0.131
N 1.509 0.016 7.674 -0.1 -0.5 0.6 1.073
O 0.749 -0.916 7.509 -0.1 0.0 -0.2 -0.626
O 2.058 0.254 8.736 0.1 0.1 0.0 -0.654
N 3.742 3.945 5.850 0.5 0.6 0.1 1.083
O 4.026 4.616 4.881 -0.1 -0.1 -0.1 -0.621
O 4.158 4.172 6.973 -0.1 -0.1 0.1 -0.658
H 2.436 3.285 3.613 -0.1 0.0 0.0 0.681
H 3.089 2.151 7.692 0.0 0.0 0.0 0.628
H 0.490 -0.179 5.202 0.0 0.0 -0.1 0.667
```
Positions in Å, forces in eV/Å.

Calculated values
Lowest unoccupied orbital energy ... 0.0955 hartree
Gap between HOMO and LUMO ... 4.674 eV
E_HOMO ... -2.1 eV
Molecular weight ... 1160.7 g/mol
Max |F| ... 2.95 eV Å⁻¹
E ... -4829.74107 Ha
Total charge ... -2

---

No. 2
C42H33CsF3GeN4O3S2 | ωB97M-V/def2-TZVPD

```
89
Properties=species:S:1:pos:R:3:forces:R:3:mulliken_charge:R:1
Cs 1.783 -0.272 2.689 -0.1 -0.1 0.0 1.707
N -2.618 -3.318 4.651 0.1 0.0 0.1 -0.514
C -1.516 -2.791 3.989 0.0 0.0 -0.1 0.320
S -0.764 -1.443 4.725 0.0 0.0 0.0 -0.538
N -1.271 -3.433 2.861 0.0 0.0 0.0 -0.743
N -0.212 -2.976 2.147 0.1 0.1 0.1 0.195
C -0.015 -3.551 1.015 0.0 -0.1 0.0 -0.343
C -0.905 -4.599 0.435 -0.1 0.1 0.0 0.295
C -0.375 -5.797 -0.033 0.0 0.0 0.0 -0.014
C -1.192 -6.771 -0.592 0.0 0.0 0.0 -0.809
C -2.556 -6.553 -0.700 0.0 0.0 0.0 -0.389
C -3.097 -5.356 -0.242 0.0 0.0 0.0 -0.744
C -2.281 -4.391 0.325 0.0 0.0 0.0 -0.137
C 1.179 -3.161 0.223 0.1 0.0 0.0 0.613
C 1.150 -3.218 -1.172 0.0 0.0 0.0 -0.217
C 2.263 -2.821 -1.891 0.0 0.0 0.1 -0.658
C 3.386 -2.384 -1.206 0.0 0.0 0.0 -0.434
C 3.333 -2.373 0.177 0.0 0.0 -0.1 -0.563
N 2.273 -2.760 0.881 0.0 0.0 0.1 -0.650
H -2.628 -3.104 5.634 0.0 0.0 0.0 0.214
H -2.814 -4.277 4.401 0.0 0.0 0.0 0.236
H 0.694 -5.965 0.040 0.0 0.0 0.0 0.460
H -0.759 -7.699 -0.947 0.0 0.0 0.0 0.377
H -3.196 -7.307 -1.143 0.0 0.0 0.0 0.370
H -4.161 -5.174 -0.328 0.0 0.0 0.0 0.393
H -2.700 -3.466 0.695 0.0 0.0 0.0 0.524
H 0.249 -3.533 -1.680 0.0 0.0 0.0 0.442
H 2.243 -2.817 -2.973 0.0 0.0 0.0 0.376
H 4.257 -2.017 -1.732 0.0 0.0 0.0 0.434
H 4.187 -2.028 0.754 0.0 0.0 0.0 0.523
C -4.465 2.513 1.717 0.0 0.0 0.0 -0.583
C -3.862 1.246 1.893 0.0 0.0 0.0 -0.644
C -2.514 1.143 2.085 0.0 0.0 0.0 -0.504
C -1.714 2.310 2.098 0.0 0.0 0.1 0.313
C -0.322 2.301 2.239 0.1 -0.1 -0.1 -0.075
C 0.498 3.368 2.187 -0.1 0.1 0.0 -0.470
C -0.123 4.637 2.006 0.1 0.0 0.0 -0.690
C -1.478 4.739 1.883 0.0 0.0 0.0 -0.902
C -2.308 3.586 1.922 -0.1 0.0 0.0 0.983
C -3.711 3.652 1.737 0.0 0.0 0.0 -0.674
H -5.536 2.579 1.561 0.0 0.0 0.0 0.352
H -4.473 0.353 1.875 0.0 0.0 0.0 0.440
H -2.035 0.183 2.230 0.0 0.0 0.0 0.707
H 1.577 3.279 2.250 0.0 0.0 0.0 0.485
H 0.503 5.519 1.940 0.0 0.0 0.0 0.384
H -1.942 5.703 1.713 0.0 0.0 0.0 0.292
H -4.171 4.624 1.589 0.0 0.0 0.0 0.380
C -2.816 -1.545 -3.864 0.0 0.0 0.0 -0.448
C -2.487 -2.072 -2.623 0.0 0.0 0.0 -0.249
C -1.652 -1.360 -1.768 0.0 0.0 0.0 -0.605
C -1.109 -0.120 -2.115 0.0 -0.1 0.0 -0.541
C -1.470 0.392 -3.364 0.0 0.0 0.0 0.160
C -2.307 -0.304 -4.230 0.0 0.0 0.0 -0.711
Ge 0.142 0.783 -0.801 0.0 0.1 0.0 0.188
C -0.376 2.681 -1.316 0.1 0.0 0.0 -0.234
C 0.545 3.674 -1.666 0.0 0.0 0.0 -0.436
C 0.149 4.969 -1.976 0.0 0.0 0.0 -0.564
C -1.196 5.317 -1.945 0.0 0.0 0.0 -0.470
C -2.131 4.354 -1.590 0.0 0.0 0.0 -0.693
C -1.719 3.064 -1.277 -0.1 0.0 0.0 0.049
C 1.854 0.702 -1.885 0.1 0.0 0.0 0.101
C 1.985 0.224 -3.191 0.0 0.0 0.0 -0.367
C 3.218 0.165 -3.831 0.0 0.0 0.0 -0.411
C 4.367 0.596 -3.179 0.0 0.0 0.0 -0.615
C 4.267 1.080 -1.880 0.0 0.0 0.0 -0.488
C 3.030 1.121 -1.249 0.0 0.0 0.0 -0.645
H -3.465 -2.092 -4.538 0.0 0.0 0.0 0.365
H -2.877 -3.037 -2.317 0.0 0.0 0.0 0.342
H -1.412 -1.781 -0.795 0.0 0.0 0.0 0.277
H -1.092 1.363 -3.668 0.0 0.0 0.0 0.435
H -2.564 0.124 -5.193 0.0 0.0 0.0 0.363
H 1.602 3.430 -1.712 0.0 0.0 0.0 0.291
H 0.895 5.710 -2.246 0.0 0.0 0.0 0.341
H -1.510 6.327 -2.188 0.0 0.0 0.0 0.317
H -3.185 4.607 -1.547 0.0 0.0 0.0 0.346
H -2.473 2.332 -0.995 0.0 0.0 0.0 0.408
H 1.102 -0.120 -3.721 0.0 0.0 0.0 0.282
H 3.284 -0.215 -4.846 0.0 0.0 0.0 0.343
H 5.330 0.554 -3.677 0.0 0.0 0.0 0.310
H 5.151 1.415 -1.348 0.0 0.0 0.0 0.465
H 2.992 1.485 -0.226 0.0 0.0 0.0 0.611
F 3.472 3.045 4.773 0.0 0.0 0.0 -0.230
C 4.673 3.108 4.176 0.0 0.0 0.0 0.594
F 5.606 3.055 5.141 0.0 0.0 0.0 -0.245
F 4.770 4.314 3.594 0.0 0.0 0.0 -0.245
S 4.875 1.749 2.947 0.0 -0.2 0.1 1.022
O 6.189 1.982 2.404 0.0 0.0 0.0 -0.687
O 3.759 1.993 2.050 0.0 0.1 -0.1 -0.519
O 4.719 0.551 3.755 0.0 0.1 -0.1 -0.727
```
Positions in Å, forces in eV/Å.

Calculated values
Lowest unoccupied orbital energy (spin up / spin down) ... 0.1412 / 0.1412 hartree
Gap between HOMO and LUMO (spin up / spin down) ... 5.537 / 5.544 eV
E_HOMO (spin up / spin down) ... -1.7 / -1.7 eV
Molecular weight ... 968.4 g/mol
Max |F| ... 0.21 eV Å⁻¹
E ... -5258.13256 Ha
Total charge ... -2
2S+1 ... 2
Expectation value of S² ... 0.762

---

Q: E of number 1 (C42H33Cl3IN7O11SiSr)?
A: -4829.74107 Ha

---

Q: Number 2 is which compound?
A: C42H33CsF3GeN4O3S2

---

Q: What is the molecular weight in the second record?
A: 968.4 g/mol